one.
{"formula": "C4H8O", "method": "ωB97M-V with the def2-TZVPD basis set", "elements": ["O", "C", "C", "C", "C", "H", "H", "H", "H", "H", "H", "H", "H"], "xyz": [[2.92, -0.47, 0.38], [-0.63, -0.09, -0.60], [-0.95, 1.11, -1.06], [2.05, 0.53, 0.58], [-1.01, -0.54, 0.80], [-0.53, 1.44, -2.04], [-1.38, 1.86, -0.45], [-0.17, -0.22, 1.47], [-1.93, 0.04, 1.08], [2.22, 1.15, -0.36], [-0.06, -0.76, -1.19], [-1.26, -1.53, 0.94], [2.97, -1.18, 1.13]], "orbital_gap_ev": [7.89, 8.67], "e_homo_ev": [-7.138, -9.466], "s_squared": 2.00, "charge": 0, "multiplicity": 3, "molar_mass_g_mol": 72.1}


two.
{"formula": "C4H8O", "method": "ωB97M-V with the def2-TZVPD basis set", "elements": ["O", "C", "C", "C", "C", "H", "H", "H", "H", "H", "H", "H", "H"], "xyz": [[0.72, -1.66, -1.17], [1.00, 0.92, 0.09], [-0.05, -0.09, -0.01], [0.74, -0.05, 1.22], [-1.49, -0.01, -0.28], [1.91, 0.79, -0.48], [0.69, 1.96, 0.18], [-1.70, 0.14, -1.34], [0.36, -1.42, -2.03], [1.47, -0.82, 1.39], [-2.01, -0.90, 0.06], [0.24, 0.29, 2.12], [-1.89, 0.86, 0.26]], "orbital_gap_ev": [7.11, 7.62], "e_homo_ev": [-6.188, -9.960], "s_squared": 2.01, "charge": 0, "multiplicity": 3, "molar_mass_g_mol": 72.1}


Energy ordering: one at the bottom, the next structure 0.369 eV above.


one.
{"formula": "C7H41NO13", "method": "ωB97M-V with the def2-TZVPD basis set", "elements": ["O", "O", "O", "O", "O", "O", "O", "O", "O", "O", "O", "O", "O", "N", "C", "C", "C", "C", "C", "C", "C", "H", "H", "H", "H", "H", "H", "H", "H", "H", "H", "H", "H", "H", "H", "H", "H", "H", "H", "H", "H", "H", "H", "H", "H", "H", "H", "H", "H", "H", "H", "H", "H", "H", "H", "H", "H", "H", "H", "H", "H", "H"], "xyz": [[-2.55, -2.97, -1.82], [-2.27, -2.36, 0.99], [1.01, 4.24, -0.41], [1.26, -4.60, -0.81], [0.16, 1.35, -2.22], [-0.30, -1.27, -4.12], [-2.62, 1.00, 0.73], [-2.67, -0.38, -2.58], [-3.12, 2.08, 2.78], [0.98, -3.72, 2.65], [-1.67, 4.44, -0.93], [-2.40, 2.17, -1.50], [1.93, -1.46, 3.80], [0.13, -1.68, -0.90], [2.17, 3.09, 2.25], [2.57, -1.86, -0.82], [1.65, 1.77, 2.00], [3.52, 0.94, 0.54], [2.12, 0.87, 1.13], [1.39, -0.34, 0.88], [1.41, -0.89, -0.66], [2.61, -1.51, 3.13], [-2.13, -0.34, -3.40], [-0.35, -1.60, -3.17], [4.10, 1.64, 1.14], [-0.45, 1.54, -1.52], [-3.57, 0.94, 0.89], [-2.53, -1.42, 1.11], [-2.15, 2.88, -0.80], [3.98, -0.04, 0.47], [1.27, 0.11, -1.22], [-2.38, 2.12, 2.19], [1.72, -0.51, 3.78], [-1.65, 4.58, -1.87], [0.32, -0.26, 1.27], [-0.75, 4.29, -0.65], [0.98, -3.10, 3.42], [0.21, -2.03, -4.51], [2.92, -2.17, 0.12], [3.60, 1.27, -0.53], [2.21, -2.82, -1.32], [-1.70, -2.49, -1.91], [-2.43, 0.41, -2.04], [-3.13, -2.18, -2.09], [-3.22, 1.32, 3.30], [-0.11, 0.40, -2.27], [1.47, -1.27, 1.42], [-2.38, 2.63, -2.32], [-0.54, -1.59, -0.17], [1.48, 3.60, 3.08], [2.00, 3.95, 1.50], [1.51, 3.67, -0.97], [3.16, 3.06, 2.64], [0.37, -4.36, -0.46], [2.02, -4.66, -0.31], [1.23, 4.06, 0.58], [1.70, -4.30, 2.77], [-2.75, 1.74, 0.07], [3.38, -1.56, -1.46], [0.36, -2.66, -1.11], [-2.78, -2.73, 0.25], [0.71, 1.45, 2.46]], "orbital_gap_ev": 9.09, "e_homo_ev": -9.030, "charge": 0, "multiplicity": 1, "molar_mass_g_mol": 347.4}


two.
{"formula": "C7H41NO13", "method": "ωB97M-V with the def2-TZVPD basis set", "elements": ["O", "O", "O", "O", "O", "O", "O", "O", "O", "O", "O", "O", "O", "N", "C", "C", "C", "C", "C", "C", "C", "H", "H", "H", "H", "H", "H", "H", "H", "H", "H", "H", "H", "H", "H", "H", "H", "H", "H", "H", "H", "H", "H", "H", "H", "H", "H", "H", "H", "H", "H", "H", "H", "H", "H", "H", "H", "H", "H", "H", "H", "H"], "xyz": [[-3.15, 2.83, -1.21], [-1.98, -1.55, 0.11], [4.06, -1.79, -3.81], [0.54, 4.81, 0.25], [-0.86, 3.00, -1.17], [-4.17, 0.20, 2.51], [-2.23, -0.13, -2.40], [-2.00, 1.01, 0.92], [0.17, -3.23, -1.03], [-1.48, -2.89, 3.01], [-2.98, -4.05, 0.92], [2.87, 3.47, 1.45], [-2.00, -0.80, -5.16], [0.79, 1.29, 2.23], [1.68, 0.20, 2.24], [3.16, -1.62, 1.41], [1.39, -0.56, -0.12], [2.01, 0.19, -2.45], [1.98, -0.69, 1.27], [2.52, 0.17, 3.51], [2.42, 0.22, -0.98], [-2.09, -1.74, -5.27], [-2.65, 2.10, -0.82], [1.79, -0.77, -2.92], [1.39, 4.78, 0.71], [-2.41, 0.83, 1.77], [0.02, 4.14, 0.72], [-2.50, -4.10, 0.10], [-2.70, 0.71, -2.44], [1.40, -1.53, -0.61], [-2.45, 3.38, -1.57], [3.97, -1.01, 1.84], [2.90, -2.38, 2.16], [-1.92, 0.11, 0.55], [3.60, -2.09, 0.53], [1.14, 0.82, -2.59], [3.29, 0.94, 3.53], [3.41, -0.26, -0.93], [-2.53, -4.01, 1.78], [2.81, 0.71, -2.99], [-1.22, -2.08, -0.14], [2.52, 2.60, 1.67], [2.52, 1.23, -0.59], [0.37, -0.19, -0.12], [-2.67, -2.24, 0.18], [3.79, 3.29, 1.20], [-4.83, -0.39, 2.12], [-4.66, 0.89, 2.98], [0.03, 1.19, 1.55], [1.85, 0.43, 4.34], [4.38, -0.88, -3.86], [-0.25, 3.75, -1.06], [1.08, -3.17, -0.73], [-1.82, -0.28, -1.55], [-2.23, -2.49, 3.39], [0.31, -3.09, -1.97], [2.85, -0.84, 3.70], [3.94, -1.93, -2.86], [-1.24, -2.31, 2.27], [0.32, 1.48, 3.09], [-1.26, 3.14, -2.03], [-1.78, -0.64, -4.22]], "orbital_gap_ev": 8.14, "e_homo_ev": -8.199, "charge": 0, "multiplicity": 1, "molar_mass_g_mol": 347.4}


Energy ordering: two at the bottom, the next structure 2.790 eV above.